Molecular formula: C6H13N3
Method: DFT, ωB97M-V/def2-TZVPD

ORCA input file:
```
! wB97M-V def2-TZVPD RIJCOSX def2/J DEFGRID3
* xyz 0 1
N 0.284 -0.954 1.725
N 1.225 -0.614 -0.478
N -0.886 -0.301 1.944
C 1.027 -1.175 0.778
C -1.897 1.164 0.162
C -1.197 0.245 -0.937
C 0.344 0.343 -1.098
C 2.227 -1.176 -1.365
C -1.081 1.094 1.506
H 1.931 -1.464 -2.338
H -1.784 2.175 -0.147
H 0.690 1.324 -0.702
H 3.140 -0.469 -1.421
H -1.488 -0.776 -0.641
H -0.163 1.647 1.421
H 1.699 -2.004 0.965
H -2.930 0.923 0.335
H 0.577 0.455 -2.206
H -1.041 -0.303 2.995
H -1.686 1.484 2.327
H 2.704 -2.045 -0.925
H -1.695 0.428 -1.900
*
```

ΔE to the lowest compared entry with this formula, charge and spin: 2.8203 eV
HOMO: -7.487 eV
Calculated total energy: -10900.5918 eV